[1]
Molecular formula: C30H25BrCl5N4O3Os
Method: DFT, the ωB97M-V functional and the def2-TZVPD basis

Geometry (Å):
Os 0.817 -0.649 0.418
Br 0.404 -3.244 2.031
Cl 1.266 1.104 -4.775
Cl 0.374 -3.935 -1.207
Cl 0.361 -4.191 -4.254
Cl 1.349 1.327 -1.666
Cl 0.790 -1.708 -6.029
O -1.848 7.008 -1.307
O -1.108 0.058 -0.049
O -0.140 6.352 -2.552
N -3.209 0.645 -0.520
N 0.429 1.557 1.474
N 1.614 -0.382 2.843
N 2.392 -1.963 0.634
C -1.569 4.270 -0.106
C -2.850 -0.458 -2.667
C 3.076 -4.096 1.473
C 2.413 -1.165 3.564
C 0.062 2.751 0.772
C -2.981 0.907 -1.959
C 1.035 -0.172 -2.434
C -0.822 6.201 -1.583
C -1.263 3.116 0.606
C 0.760 0.411 3.517
C 0.618 -2.685 -3.535
C 1.377 -0.527 5.619
C -2.970 -2.291 -0.785
C 0.799 -1.266 -1.554
C 0.592 0.357 4.887
C -2.889 -1.472 0.544
C 1.087 3.559 0.285
C 0.630 -2.538 -2.159
C -2.341 -0.179 0.067
C 4.629 -2.697 0.289
C 0.777 4.695 -0.437
C 1.025 -0.256 -3.800
C -0.553 5.044 -0.651
C 3.629 -1.764 0.132
C 2.140 -3.103 1.300
C 0.809 -1.542 -4.378
C 0.188 1.494 2.718
C -3.642 -1.607 -1.996
C 4.348 -3.884 0.956
C 2.335 -1.264 4.948
H 1.270 -0.602 6.693
H -2.234 6.857 -0.434
H -1.951 -2.571 -1.067
H 2.818 -5.002 2.004
H -4.172 0.411 -0.319
H -3.185 -0.345 -3.698
H -2.096 1.528 -2.082
H -3.883 -1.345 0.974
H -2.242 -1.966 1.266
H -2.056 2.495 1.001
H -2.608 4.533 -0.262
H -0.314 2.311 3.236
H 5.113 -4.640 1.077
H -3.789 -2.387 -2.743
H 2.120 3.297 0.484
H -1.793 -0.746 -2.708
H 1.559 5.316 -0.855
H 3.790 -0.836 -0.402
H -3.839 1.468 -2.321
H -0.109 1.022 5.375
H 3.023 -1.905 5.480
H -3.499 -3.216 -0.559
H -4.651 -1.273 -1.734
H 3.174 -1.720 3.031
H 5.612 -2.499 -0.115

Summary:
- Max |F|: 0.0088 hartree/bohr
- Charge: +3
- E_HOMO (alpha / beta): -16.21 / -16.23 eV
- Multiplicity: 5
- Energy relative to the best compared isomer or geometry (same formula, charge and spin): 35.08 kcal per mole
- Gap between HOMO and LUMO (alpha / beta): 0.271 / 0.143 Eh

---

[2]
Molecular formula: C30H25BrN4O8PdS
Method: DFT, the ωB97M-V functional and the def2-TZVPD basis

Geometry (Å):
Pd -0.071 1.402 0.768
Br -7.055 3.265 -2.137
S -1.764 -6.964 -3.109
O -2.497 1.517 0.256
O -0.822 1.980 -1.110
O -0.764 -7.442 -4.062
O 0.026 3.432 1.204
O -2.492 -5.783 -3.550
O 1.289 5.237 1.429
O 0.462 0.917 2.649
O -2.619 -8.009 -2.557
N 2.109 2.099 0.066
N -0.699 -5.149 -1.442
N -0.036 -0.540 0.328
N -0.051 -7.381 -1.082
C -4.337 2.648 -1.535
C -1.526 -0.388 3.153
C 4.450 1.939 -0.517
C -5.162 3.421 -2.321
C -1.515 2.120 3.392
C 4.690 3.142 0.188
C 5.149 0.054 -1.872
C -0.836 -2.469 -0.830
C 0.129 -3.294 -0.210
C 0.930 -1.300 0.877
C -0.727 -6.424 -1.698
C -2.437 3.690 -2.605
C -2.028 2.046 -0.769
C 3.114 1.445 -0.550
C 1.038 -2.647 0.654
C 2.832 0.270 -1.269
C -2.960 2.796 -1.677
C -4.663 4.330 -3.239
C 2.343 3.267 0.653
C -0.644 0.847 3.476
C 0.894 -5.646 0.252
C 3.839 -0.424 -1.904
C -3.288 4.455 -3.380
C -0.131 0.707 4.926
C 0.126 -4.707 -0.466
C -0.891 -1.137 -0.528
C 3.625 3.819 0.738
C 5.447 1.224 -1.203
C 1.134 4.047 1.150
C 0.745 -6.970 -0.093
H 1.802 -0.051 -1.321
H -4.716 1.943 -0.810
H 1.560 -5.353 1.050
H 1.835 -3.192 1.137
H 5.700 3.520 0.263
H -1.978 2.189 2.402
H 0.481 1.568 5.178
H -1.527 -2.923 -1.523
H 3.614 -1.341 -2.430
H 3.736 4.769 1.237
H 0.473 -0.191 5.018
H -5.340 4.932 -3.828
H 1.268 -7.756 0.443
H -2.301 2.103 4.147
H -2.891 5.163 -4.095
H -0.878 2.990 3.540
H -0.969 0.642 5.616
H 1.609 -0.787 1.548
H -1.648 -0.501 -0.967
H 6.456 1.616 -1.203
H 5.935 -0.491 -2.379
H -0.904 -1.283 3.092
H -2.037 -0.245 2.199
H -2.276 -0.538 3.931
H -1.363 3.776 -2.686

Summary:
- Max |F|: 0.0638 hartree/bohr
- Charge: -2
- E_HOMO (alpha / beta): -1.60 / -3.14 eV
- Multiplicity: 3
- Energy relative to the best compared isomer or geometry (same formula, charge and spin): 24.95 kcal per mole
- Gap between HOMO and LUMO (alpha / beta): 0.190 / 0.248 Eh

---

[3]
Molecular formula: C30H25Cl5N5O5RuS
Method: DFT, the ωB97M-V functional and the def2-TZVPD basis

Geometry (Å):
Ru -0.330 1.488 -0.649
Cl 1.847 6.047 -1.410
Cl 5.012 -0.306 2.790
Cl 3.763 -4.222 -0.631
Cl -2.074 6.645 -5.063
Cl -1.021 -4.349 4.990
S -1.697 -1.471 4.560
O 0.088 -4.731 1.710
O -0.099 2.581 3.775
O -1.400 2.323 2.028
O 0.485 3.446 -0.847
O 3.277 0.580 1.322
N 1.631 1.222 -1.877
N -0.770 -0.517 -0.868
N 1.048 0.956 0.815
N -0.357 -2.696 -0.784
N -1.633 2.388 -2.085
C -0.301 2.050 2.695
C -2.823 1.971 -2.590
C 2.677 0.750 -0.964
C -1.871 -1.830 2.042
C 0.357 -3.953 -0.666
C -1.214 3.653 -2.479
C -1.597 -2.544 -1.359
C -0.075 4.151 -1.785
C 0.981 -4.292 0.691
C 0.688 0.981 2.215
C -1.418 -3.043 3.939
C -0.191 6.155 -3.188
C -1.839 -1.204 -1.401
C 0.108 -1.444 -0.524
C -1.281 -4.339 1.769
C 2.326 0.786 0.532
C -1.319 5.656 -3.809
C 2.557 -1.436 2.698
C 0.412 5.410 -2.191
C -1.882 4.407 -3.484
C -1.525 -3.104 2.582
C 4.186 -2.249 1.129
C -3.535 2.648 -3.548
C 1.964 -3.248 1.193
C 1.648 -2.362 2.221
C -1.991 -0.860 2.986
C -3.060 3.864 -4.069
C -1.745 1.538 0.792
C 3.247 -3.155 0.665
C 3.831 -1.399 2.157
H -3.601 4.415 -4.824
H 0.212 7.118 -3.470
H -1.790 -5.186 2.234
H 1.045 -1.238 -0.039
H 0.658 -2.394 2.655
H -2.179 -3.388 -1.689
H -2.708 -0.699 -1.777
H -2.726 1.956 0.537
H -3.227 1.060 -2.169
H -1.993 -1.639 0.985
H -1.930 0.524 1.189
H -4.474 2.226 -3.892
H 2.897 -0.300 -1.196
H 1.166 -3.971 -1.399
H 3.623 1.288 -1.071
H 1.578 -5.185 0.480
H 2.277 -0.730 3.466
H 1.713 0.803 -2.793
H 5.171 -2.205 0.689
H 1.662 2.237 -1.960
H 0.222 0.020 2.495
H -2.205 0.187 2.832
H -0.339 -4.752 -0.929
H 1.570 1.106 2.843
H -1.707 -4.198 0.779

Summary:
- Max |F|: 0.0377 hartree/bohr
- Charge: -2
- E_HOMO (alpha / beta): 0.99 / -0.59 eV
- Multiplicity: 2
- Energy relative to the best compared isomer or geometry (same formula, charge and spin): 17.60 kcal per mole
- Gap between HOMO and LUMO (alpha / beta): 0.095 / 0.153 Eh

---

[4]
Molecular formula: C30H25ClN8O3PtS2
Method: DFT, the ωB97M-V functional and the def2-TZVPD basis

Geometry (Å):
Pt -0.831 -1.224 0.782
Cl -2.861 -7.909 2.530
S -2.158 0.483 -0.465
S 1.443 2.380 -1.183
O -2.469 -2.356 0.703
O 0.298 3.174 -0.946
O 2.382 2.395 0.084
N 1.267 0.747 -1.188
N -3.561 2.664 0.173
N -0.022 -1.089 -1.839
N 0.066 0.893 -3.148
N 0.994 -0.380 0.985
N -3.695 1.224 1.762
N 4.501 4.158 -5.799
N -0.247 -2.141 2.454
C -3.140 1.443 0.557
C -3.551 -4.402 0.758
C 3.256 1.996 -3.152
C -1.566 -4.126 2.128
C 3.307 1.028 1.826
C -2.488 -3.573 1.185
C 2.292 -0.735 4.876
C 3.798 3.738 -4.735
C 0.782 -1.412 3.092
C 2.147 4.164 -3.023
C 2.867 4.593 -4.105
C 1.168 -1.502 4.380
C 3.971 2.426 -4.235
C -1.283 -0.928 -3.854
C -0.529 -3.379 2.739
C 2.669 0.204 2.668
C 2.350 2.866 -2.532
C 2.949 1.085 0.386
C -0.781 0.351 -4.023
C -4.474 2.315 2.118
C -2.709 -6.256 2.056
C -1.699 -5.480 2.534
C 1.894 0.073 -0.070
C -3.613 0.004 2.551
C -3.653 -5.701 1.171
C 1.481 -0.511 2.185
C 3.012 0.061 4.073
C 0.378 0.135 -2.119
C -0.870 -1.618 -2.730
C -4.392 3.217 1.123
H -1.057 0.966 -4.870
H -1.226 -2.616 -2.507
H 3.385 0.981 -2.798
H 5.175 3.564 -6.248
H 3.849 0.970 -0.222
H -4.358 -0.715 2.213
H 2.551 -0.831 5.921
H -4.468 -6.320 0.820
H 4.667 1.757 -4.723
H 2.396 -0.819 -0.458
H 2.722 5.595 -4.485
H -2.626 -0.433 2.439
H -1.972 -1.366 -4.560
H 1.430 4.819 -2.549
H -3.788 0.260 3.593
H 0.644 -2.163 5.060
H 4.109 1.672 2.164
H 0.052 -3.860 3.524
H 4.385 5.087 -6.164
H -0.984 -5.894 3.234
H -4.841 4.186 1.010
H -4.279 -3.975 0.082
H -3.294 3.078 -0.705
H 3.859 0.619 4.449
H -5.013 2.343 3.048

Summary:
- Max |F|: 0.0274 hartree/bohr
- Charge: +2
- E_HOMO: -12.24 eV
- Energy relative to the best compared isomer or geometry (same formula, charge and spin): 33.89 kcal per mole
- Gap between HOMO and LUMO: 0.198 Eh